119
Properties=species:S:1:pos:R:3:forces:R:3:mulliken_charge:R:1 method="wB97M-V/def2-TZVPD" gap_ev="5.78 / 5.54" total_charge=-2 homo_energy_ev="-1.674 / -1.434" e_tot_ev=-150665.8126
Sr 0.082 0.101 -0.511 0.8 1.5 -1.0 2.5261
N -0.263 0.015 2.046 -0.2 -0.1 0.5 0.0006
C -1.681 -0.337 2.188 -0.1 -0.3 -0.1 -0.3927
C -1.824 -1.773 1.610 -0.2 0.0 0.4 0.7621
O -0.950 -2.570 2.064 0.1 0.1 -0.1 -0.8229
N -2.774 -2.117 0.794 0.0 -0.3 -0.3 -0.4706
C -3.674 -1.181 0.178 0.3 0.1 0.1 -1.3509
C -3.119 -0.462 -1.072 -0.7 0.0 -0.3 0.2920
O -3.840 -0.398 -2.078 0.2 0.0 0.1 -0.8208
O -1.954 0.066 -0.985 -3.1 -0.3 -0.6 -0.3613
H 0.218 -0.884 2.153 0.1 0.1 0.1 0.0577
H 0.043 0.621 2.796 0.1 0.1 -0.1 0.2056
H -2.301 0.386 1.667 0.0 0.0 0.0 -0.2384
H -1.998 -0.394 3.240 0.0 0.0 0.0 0.4124
H -4.031 -0.376 0.848 0.0 0.0 0.0 0.3446
H -4.554 -1.734 -0.156 0.0 0.1 0.0 0.3578
C 1.041 7.146 -2.636 0.0 -0.1 0.0 -1.8131
C 1.145 5.802 -1.963 -0.1 0.0 -0.1 1.4518
C 2.333 5.064 -1.994 0.0 0.0 0.1 -1.0878
C 2.434 3.843 -1.373 -0.1 0.0 -0.2 0.5774
C 1.353 3.251 -0.674 0.1 0.2 0.1 -1.0620
N 1.472 2.022 -0.074 0.5 0.4 0.1 2.5068
C 2.659 1.741 0.550 0.0 0.3 0.1 -1.0217
C 3.314 2.782 1.262 0.1 -0.1 0.1 -0.3731
C 4.481 2.610 1.966 -0.1 -0.1 0.0 -1.0441
C 5.084 1.356 2.046 0.2 0.0 0.0 0.6264
C 6.364 1.152 2.818 -0.2 0.0 0.0 -1.7144
C 4.469 0.317 1.372 0.0 0.0 0.0 -0.3944
C 3.294 0.466 0.638 0.0 0.3 0.0 -0.8565
N 2.863 -0.672 -0.106 0.6 -0.6 0.9 1.3843
C 3.781 -1.637 -0.572 0.0 0.0 0.0 -0.0556
C 3.159 -2.802 -0.712 -0.2 0.0 0.0 -1.8392
C 1.703 -2.565 -0.387 0.7 -0.4 0.5 -0.4517
N 1.689 -1.268 0.190 1.2 -1.8 0.9 -1.2961
C 0.160 3.998 -0.677 0.2 0.0 -0.1 -0.4129
C 0.069 5.239 -1.306 0.0 0.0 0.1 -0.6735
N -0.992 3.551 0.031 0.1 -0.2 0.3 0.8572
C -1.032 3.129 1.314 -0.1 0.1 0.1 -0.2773
C -2.359 2.980 1.645 0.0 0.0 0.1 -0.6401
C -3.054 3.330 0.476 0.2 0.1 0.0 -0.4944
N -2.219 3.689 -0.487 -0.2 0.0 -0.3 -0.8603
H 1.826 7.824 -2.289 0.0 0.0 0.0 0.4488
H 0.078 7.615 -2.431 0.0 0.0 0.0 0.3224
H 1.148 7.049 -3.720 0.0 0.1 0.0 0.2935
H 3.191 5.465 -2.524 0.0 0.0 0.0 0.3162
H 3.334 3.250 -1.464 0.0 0.0 0.0 0.4236
H 2.867 3.766 1.214 0.0 0.0 0.0 0.3922
H 4.931 3.460 2.470 0.0 0.0 0.0 0.3221
H 6.954 2.070 2.820 0.1 0.0 0.0 0.3740
H 6.967 0.358 2.375 0.0 0.0 0.0 0.3589
H 6.168 0.882 3.860 0.0 0.0 0.0 0.2938
H 4.928 -0.665 1.409 0.0 0.0 0.0 0.4976
H 4.783 -1.323 -0.810 0.0 0.0 -0.1 0.6534
H 3.524 -3.710 -1.156 0.1 0.1 0.0 0.3126
H 1.224 -3.280 0.289 0.0 0.1 -0.1 0.4784
H -0.872 5.773 -1.225 0.0 0.0 -0.1 0.2860
H -0.126 3.009 1.883 0.0 -0.1 -0.1 0.5127
H -2.771 2.657 2.586 0.0 -0.1 0.0 0.3952
H -4.116 3.323 0.293 0.0 0.0 0.0 0.3974
O 2.764 0.116 -1.950 0.0 0.5 -0.8 -0.0292
O 3.653 1.051 -2.087 0.0 -0.1 -0.2 -0.5985
C 1.650 -6.307 -4.466 0.0 0.2 0.2 -1.2922
C 2.558 -5.830 -3.329 0.0 -0.2 -0.1 1.6790
C 3.983 -5.636 -3.847 -0.2 0.1 0.0 -1.8367
C 2.530 -6.844 -2.180 0.0 0.2 0.0 -1.6087
O 2.147 -4.566 -2.835 0.1 0.1 0.0 -0.2804
Si 0.656 -3.909 -2.586 0.3 -0.2 -0.3 -3.4334
O 0.903 -2.613 -1.635 -0.4 0.2 -0.1 3.6486
O -0.200 -5.170 -2.011 0.1 0.1 0.2 0.2061
C -1.594 -5.467 -1.927 -0.3 -0.4 -0.1 2.3113
C -2.428 -4.220 -1.747 0.1 0.3 0.0 -1.7932
C -2.009 -6.182 -3.218 0.2 0.1 0.1 -1.8254
C -1.744 -6.399 -0.726 0.1 0.2 0.0 -1.9577
O -0.038 -3.493 -3.997 -0.1 0.0 0.1 0.6362
C 0.005 -2.302 -4.788 0.0 0.2 -0.4 2.2067
C 1.372 -1.633 -4.700 -0.1 -0.1 0.2 -1.1376
C -0.267 -2.741 -6.228 0.0 0.0 0.1 -2.1353
C -1.098 -1.366 -4.311 0.1 -0.2 0.1 -1.0090
H 1.974 -7.281 -4.834 0.0 0.0 0.0 0.5529
H 1.664 -5.585 -5.284 0.0 0.0 0.0 0.1540
H 0.630 -6.377 -4.094 -0.1 -0.1 -0.1 0.0849
H 4.361 -6.550 -4.310 0.0 0.0 0.0 0.4136
H 4.643 -5.346 -3.028 0.0 0.0 0.0 0.3112
H 3.987 -4.833 -4.585 0.0 0.0 0.0 0.3574
H 2.715 -7.857 -2.541 0.1 0.0 0.0 0.4304
H 1.550 -6.799 -1.707 0.0 -0.1 0.0 0.1334
H 3.281 -6.586 -1.431 0.0 0.0 0.0 0.3436
H -2.281 -3.540 -2.590 -0.1 -0.1 0.0 0.0007
H -2.174 -3.685 -0.833 0.0 0.1 0.2 0.3193
H -3.486 -4.479 -1.688 0.0 0.0 0.0 0.7032
H -1.795 -5.528 -4.065 0.0 0.0 -0.1 0.1849
H -3.079 -6.396 -3.192 0.0 0.0 0.0 0.4819
H -1.463 -7.121 -3.341 0.0 0.0 0.0 0.3343
H -1.417 -5.869 0.168 0.0 0.0 0.1 0.3497
H -1.126 -7.290 -0.861 0.0 0.0 0.0 0.3760
H -2.785 -6.698 -0.599 0.0 0.0 0.0 0.4076
H 2.156 -2.343 -4.974 0.0 0.0 0.0 0.2106
H 1.565 -1.285 -3.685 0.1 0.1 0.0 -0.1174
H 1.419 -0.769 -5.362 0.0 0.0 0.0 0.4687
H 0.564 -3.339 -6.609 0.0 0.0 0.0 0.3906
H -0.388 -1.864 -6.866 0.0 0.0 0.0 0.3410
H -1.178 -3.342 -6.270 0.0 0.0 0.0 0.3755
H -0.967 -1.163 -3.248 -0.1 0.1 0.0 -0.0955
H -2.082 -1.816 -4.446 0.0 0.0 0.0 0.3284
H -1.051 -0.422 -4.854 0.0 0.1 0.0 -0.0915
C -2.652 2.286 -3.755 0.1 -0.1 0.2 -0.8049
As -1.095 2.764 -4.773 -0.2 0.7 -1.1 0.7396
C -1.186 4.716 -4.841 0.0 -0.2 0.1 -0.9872
C -1.582 2.334 -6.635 0.0 0.0 0.3 -1.2469
S 0.836 2.121 -4.419 0.0 -0.2 0.4 -0.4486
H -3.508 2.196 -4.423 0.1 0.0 -0.1 0.4811
H -2.829 3.064 -3.015 0.1 0.0 0.1 0.3207
H -2.513 1.344 -3.232 0.0 -0.2 0.1 -0.0967
H -2.135 5.042 -5.268 0.0 0.0 0.0 0.4716
H -0.350 5.086 -5.431 0.0 -0.1 0.0 0.3201
H -1.090 5.073 -3.818 0.0 0.1 0.0 0.0754
H -2.355 3.007 -7.009 -0.1 0.0 0.1 0.3929
H -1.932 1.303 -6.689 0.0 0.0 0.0 0.3569
H -0.682 2.434 -7.238 0.0 0.0 0.1 0.3104